Density functional theory data (the ωB97M-V functional and the def2-TZVPD basis) for 4 unconnected molecules or ions with the total composition C24H51N2O7S2 at a distorted geometry.

Geometry as XYZ:
```
86
Properties=species:S:1:pos:R:3:forces:R:3:mulliken_charge:R:1
S -1.077977 -1.442389 -3.336569 -2.22 -1.13 -5.99 0.943
S -3.039648 0.293040 -2.082017 -6.58 0.14 -2.67 0.933
O -0.945632 -0.290925 -4.361173 0.23 -2.30 3.86 -0.559
O -1.279269 -2.754354 -4.191251 0.96 3.55 3.81 -0.743
O -6.034872 0.248181 3.362614 -0.18 0.36 0.04 -0.452
O 3.192940 1.793380 -6.557713 -0.20 0.28 -0.10 -0.408
O -3.558684 0.944876 -3.422614 3.02 -1.89 4.44 -0.650
O -4.328446 0.190530 -1.175981 4.71 -0.18 -1.65 -0.632
O 3.430751 0.214271 4.439962 -0.02 0.37 0.51 -0.228
N -2.462635 -1.342803 -2.278689 2.25 2.61 -0.59 -0.456
N -1.365662 2.614015 -1.936462 1.29 -0.35 1.89 -0.383
C 1.632503 3.414850 -7.292792 0.06 0.52 -0.38 -0.521
C 2.166483 -3.549355 -1.218363 -0.10 -0.55 0.90 -0.777
C 2.785585 -1.953729 2.414392 0.65 -0.80 0.93 0.000
C 0.287641 -3.141691 2.316022 -0.85 0.00 0.51 -0.302
C 2.809359 3.163406 -6.375703 0.23 -0.12 0.37 -0.325
C 0.572448 -1.654698 -2.454307 1.86 -0.52 0.31 -0.189
C -6.418600 2.120126 1.965100 0.21 0.50 0.05 -0.525
C 3.777165 1.043165 6.630637 0.53 0.16 0.34 -0.575
C 1.540672 -2.630204 3.240237 0.74 -0.75 0.04 -0.762
C -0.723374 -0.585639 2.642649 -0.31 -0.16 -0.49 -0.747
C 3.285237 -3.007922 1.233829 -0.75 1.26 -0.08 -0.774
C -0.689650 -1.956748 1.745360 -0.72 -0.25 0.00 0.274
C 0.748624 -3.212643 -1.970658 -0.26 -0.64 -0.73 -0.471
C -5.738600 -0.127265 2.010434 0.38 -0.25 -0.10 0.015
C 2.559988 1.715565 6.050041 -0.62 0.15 0.18 -0.580
C -6.624056 1.555857 3.353860 -0.10 -0.23 0.33 -0.446
C -1.860333 1.427519 -1.139186 0.92 1.29 1.80 -0.138
C -0.001691 2.374973 -2.557446 0.17 0.72 -1.00 -0.365
C 2.734236 1.461476 4.568710 0.10 0.05 -0.45 -0.305
C -6.430968 0.876401 1.114376 -0.27 -0.21 -0.61 -0.324
C 0.973938 2.060280 -7.339329 -0.59 -0.28 0.27 -0.139
C 3.933371 -0.162264 5.729426 -0.04 -0.39 -0.23 -0.488
C 2.164930 1.127578 -7.304059 0.21 -0.38 -0.09 -0.421
C 2.690644 -2.366518 -0.191695 -0.14 -1.63 -0.04 0.249
H 1.989641 3.688453 -8.292757 -0.01 0.05 0.09 0.268
H 3.671417 0.776566 7.685273 0.03 0.00 -0.12 0.323
H 2.528456 3.294742 -5.325048 -0.02 0.11 0.00 0.177
H 1.436644 -1.459097 -3.254555 -2.23 -0.25 1.44 0.341
H -7.465448 0.562644 0.931384 0.07 0.00 0.02 0.260
H -2.450997 1.879731 -0.205698 0.82 -1.33 -2.28 0.263
H 0.127435 0.116379 2.229577 -1.62 -1.22 1.23 0.115
H 0.601305 -3.802001 1.385729 -0.34 1.34 2.05 0.004
H -0.988648 0.776835 -0.652489 -1.71 1.02 -1.26 -0.117
H -0.392905 -1.717398 0.630712 -0.63 -0.27 2.22 -0.450
H 0.359540 1.915734 -6.442835 0.03 -0.08 -0.16 -0.090
H 1.780341 1.407782 4.036834 0.12 -0.10 -0.03 0.119
H -0.179231 2.111373 -3.690536 0.59 -0.01 2.41 0.072
H 3.022564 -3.892989 -1.973751 -1.93 0.97 1.50 0.327
H 4.447126 -3.149000 1.220955 -2.20 0.40 -0.03 0.343
H 0.339700 1.909418 -8.216539 0.08 -0.02 0.12 0.350
H 2.492613 -0.896463 2.003616 0.61 -2.09 0.62 0.142
H -6.163568 2.173034 4.130219 0.00 -0.13 0.05 0.286
H 0.725386 -3.885851 -2.952778 -0.18 1.62 2.11 0.393
H -1.806424 -2.376300 1.698649 2.51 0.82 0.01 0.349
H 1.744268 -1.750023 0.120828 2.04 -0.91 -0.77 -0.416
H -4.651447 -0.089684 1.883753 -0.05 -0.06 -0.17 -0.135
H 4.974323 -0.485764 5.638709 -0.11 -0.01 -0.10 0.315
H 1.985141 -3.606407 3.764473 -0.89 2.01 -1.10 0.359
H 3.658870 3.816354 -6.594065 0.04 -0.12 0.04 0.266
H -0.637548 -0.785772 3.811545 0.01 0.42 -2.61 0.261
H -1.235206 3.401721 -1.232606 -0.43 -1.49 -1.20 0.289
H 0.619407 3.394203 -2.564620 -1.33 -2.19 0.23 0.301
H 1.652727 1.216442 6.410721 0.07 0.10 -0.05 0.267
H 3.335075 -1.006663 6.087753 0.06 -0.05 0.08 0.281
H 4.648239 1.701145 6.528801 -0.06 -0.09 0.05 0.256
H 1.957047 -4.499192 -0.526683 0.42 1.90 -1.60 0.260
H -7.180787 2.851700 1.685193 0.07 -0.05 0.05 0.348
H 1.931880 0.167673 -6.834238 0.09 0.13 0.01 0.255
H 3.350938 2.237935 4.103069 -0.08 0.08 0.00 0.279
H 3.664691 -1.785706 3.195347 -1.95 -0.29 -1.72 0.029
H -0.380372 -3.839569 3.009787 1.43 1.42 -1.43 0.373
H -7.689466 1.443590 3.582620 -0.06 0.12 0.03 0.255
H 3.511305 -1.755568 -0.759961 -1.72 -0.76 1.35 0.383
H -5.934918 0.999323 0.148281 -0.01 -0.14 0.18 0.233
H 1.219954 -1.923674 4.130698 0.42 -1.38 -1.99 0.171
H -1.763163 -0.069898 2.468794 2.07 -0.85 0.27 0.209
H 2.794100 -4.043024 1.477216 0.96 1.91 -0.68 0.293
H -6.075622 -1.152237 1.830678 0.07 0.10 0.11 0.316
H -5.437095 2.604624 1.899927 -0.11 0.00 0.00 0.212
H 2.551986 0.938865 -8.311005 -0.05 -0.05 -0.07 0.270
H 0.581030 1.553387 -1.958171 -0.85 1.44 -1.36 0.094
H 0.756416 -0.855060 -1.603965 -0.80 -1.68 -1.65 -0.156
H -0.194654 -3.561958 -1.330676 2.14 0.93 -1.19 0.240
H 2.486304 2.778254 6.294466 -0.01 -0.11 -0.05 0.355
H 0.975223 4.211047 -6.934275 0.08 -0.08 -0.02 0.332
```
Forces are in eV/Å.

Computed properties:
- Largest force on an atom: 7.105 eV/A
- Total energy: -64689.990 eV
- Gap between HOMO and LUMO: 8.05 eV
- Energy relative to the best compared isomer or geometry (same formula, charge and spin): 754.9 kJ/mol
- Charge: -1